(1)
Molecular formula: C24H56N8O8
Method: DFT, ωB97M-V with the def2-TZVPD basis set

Geometry as XYZ:
```
96
Properties=species:S:1:pos:R:3:forces:R:3:lowdin_charge:R:1
C 1.069910 4.864516 -5.909378 -0.078 2.155 -0.186 -0.348
O 1.078550 5.486776 -6.951978 0.121 -0.546 -0.698 0.008
N 2.147010 4.796266 -5.095368 1.054 -0.772 1.357 -0.190
C 3.529920 5.020086 -5.541188 -0.315 0.600 -0.511 -0.047
C 2.084120 4.101246 -3.816728 -0.836 -0.060 -0.198 -0.072
H 0.089500 4.586256 -5.492748 0.339 -0.666 0.396 0.135
H 4.200840 5.390616 -4.766148 -0.568 0.122 0.494 0.083
H 3.533110 5.785986 -6.316748 -0.058 -0.312 -0.181 0.086
H 4.026910 4.110696 -5.878998 -0.314 -0.211 -0.338 0.088
H 2.542400 4.676786 -3.012468 0.595 -0.134 -0.262 0.087
H 1.059230 4.008846 -3.457338 -0.221 -0.148 -0.411 0.081
H 2.488470 3.098726 -3.956548 0.273 -0.035 0.549 0.089
C 4.649940 -9.821764 -0.312888 4.273 -1.273 -0.159 -0.359
O 5.898860 -9.853724 -0.529898 -3.072 -0.071 0.483 -0.050
N 3.927570 -8.739664 -0.394058 -2.728 3.511 -0.459 -0.153
C 2.407690 -8.757034 -0.219348 1.382 -1.290 -0.474 -0.028
C 4.520930 -7.365474 -0.665768 -0.197 -1.125 0.564 -0.014
H 4.098080 -10.709274 0.033492 0.035 -0.020 -0.199 0.131
H 2.106870 -9.773824 0.033132 0.310 -0.114 0.335 0.071
H 1.889800 -8.634884 -1.170648 0.233 0.707 -0.056 0.082
H 2.010050 -8.114604 0.566312 0.454 0.293 -0.191 0.081
H 4.526030 -7.010154 -1.696208 -0.775 -0.434 -0.203 0.082
H 3.932830 -6.714334 -0.019048 0.264 0.303 -0.226 0.077
H 5.584000 -7.309614 -0.431508 -0.183 -0.489 0.584 0.079
C -5.915530 7.846236 -4.240708 0.496 -0.755 1.291 -0.376
O -6.529450 8.522576 -5.016308 -0.190 0.630 -0.875 0.035
N -4.650310 8.041756 -3.804668 2.085 0.476 1.264 -0.182
C -3.969540 7.246826 -2.750628 -1.127 -1.090 -1.028 -0.061
C -3.721950 9.016666 -4.380328 -0.482 -0.280 -0.546 -0.048
H -6.344420 6.963176 -3.742238 -0.223 -0.128 0.023 0.129
H -3.022560 6.822476 -3.084178 0.141 0.333 -0.453 0.080
H -4.578110 6.353886 -2.607798 -0.165 0.077 0.521 0.078
H -3.756960 7.742806 -1.803578 -0.463 0.399 -0.136 0.085
H -2.925500 9.231436 -3.667838 -0.254 0.173 0.050 0.080
H -3.259300 8.529976 -5.238928 0.183 0.250 -0.230 0.092
H -4.224750 9.925286 -4.711548 -0.002 -0.093 0.113 0.087
C -2.175320 -0.119544 -0.606608 -0.032 2.583 1.489 -0.300
O -2.761880 0.830626 -1.147908 0.962 -2.150 0.628 -0.019
N -1.703260 -0.067174 0.710062 -0.707 0.213 -1.200 -0.189
C -1.060110 -1.270874 1.244082 -0.521 0.234 0.499 -0.080
C -1.917110 1.155486 1.580362 0.036 -1.414 -0.937 -0.023
H -1.868480 -1.079884 -1.049108 -0.374 0.152 -0.446 0.128
H -0.336790 -0.964744 1.999842 -0.128 -0.233 0.113 0.085
H -0.544820 -1.924404 0.540182 0.138 0.665 -0.569 0.078
H -1.825750 -1.938184 1.639812 0.037 0.051 0.667 0.080
H -2.769350 1.734476 1.224632 0.400 0.010 -0.561 0.078
H -2.222570 0.894066 2.593502 0.470 -0.417 0.054 0.077
H -0.976170 1.705236 1.557902 -0.269 0.317 0.256 0.085
C 0.024240 -4.446244 -6.486428 -0.821 0.418 0.465 -0.351
O -0.739650 -4.279924 -5.528588 1.304 -0.113 -1.437 -0.013
N 0.715640 -3.511954 -7.180888 0.361 1.530 -0.660 -0.173
C 1.632620 -3.896414 -8.312608 -1.480 0.539 0.897 -0.039
C 0.623490 -2.035494 -6.878748 0.363 -1.031 0.043 -0.027
H 0.225340 -5.407094 -6.984958 -0.235 -0.435 0.509 0.123
H 1.554220 -4.958474 -8.544978 0.396 -0.122 0.673 0.077
H 2.623020 -3.534774 -8.036178 0.113 -0.363 -0.409 0.085
H 1.273650 -3.463914 -9.246518 0.164 0.594 0.101 0.081
H 1.613410 -1.626294 -6.677028 0.197 -0.270 0.231 0.076
H 0.269180 -1.424974 -7.709308 -0.372 -0.477 -0.250 0.081
H -0.007570 -1.866364 -6.006248 0.011 -0.270 -0.147 0.081
C 5.700880 1.174546 6.019582 -1.621 1.482 0.352 -0.369
O 5.609200 0.927846 4.834992 0.345 -0.641 0.046 0.012
N 6.824230 1.481716 6.685712 0.341 0.415 1.720 -0.177
C 8.024890 1.127786 6.038602 1.756 -1.177 -0.430 -0.100
C 7.047090 2.155496 8.031942 0.496 -2.122 -0.482 -0.019
H 4.789360 1.299176 6.624402 -0.043 -0.075 0.232 0.130
H 8.649550 0.506066 6.679972 0.510 0.847 0.908 0.089
H 8.543260 1.999436 5.639082 0.287 -0.255 -0.120 0.101
H 7.930990 0.317726 5.315352 -0.860 0.793 -0.811 0.094
H 7.692570 3.031146 7.963342 -0.893 0.574 -0.417 0.085
H 6.221640 2.160386 8.743772 -0.523 0.716 -0.818 0.085
H 7.723240 1.511036 8.593712 0.200 -0.557 -0.179 0.070
C -5.914750 -8.216794 2.735362 -0.913 0.311 0.734 -0.381
O -5.201900 -9.151424 3.026132 -0.094 -0.023 -0.126 0.023
N -5.712400 -7.305184 1.784242 1.437 1.028 -1.790 -0.173
C -6.443560 -6.021264 1.694462 0.107 -0.102 0.330 -0.052
C -4.459500 -7.386544 1.004422 -0.486 0.739 -0.889 -0.042
H -6.868710 -7.944584 3.212932 -0.150 -0.566 0.605 0.128
H -7.325300 -6.013754 2.335232 0.117 -0.299 0.094 0.081
H -6.784440 -5.693804 0.712282 0.044 -0.908 -0.415 0.083
H -5.833130 -5.166284 1.985122 0.409 -0.189 0.461 0.081
H -4.700510 -7.247394 -0.049458 -0.221 0.089 -0.132 0.082
H -3.814340 -6.541174 1.243612 0.203 -0.103 0.317 0.083
H -3.902930 -8.323644 1.017902 -0.452 0.029 0.806 0.087
C -3.438860 5.996946 6.928092 -0.289 -0.060 1.270 -0.338
O -4.592310 5.915826 7.341712 1.064 -0.189 -0.664 -0.003
N -2.479170 5.031206 7.033662 -0.200 0.716 -1.692 -0.204
C -2.777920 3.781066 7.693112 0.798 0.531 0.759 -0.053
C -1.081790 5.322486 6.607412 -0.728 -1.335 0.829 -0.046
H -3.010650 6.952476 6.587812 -0.125 -0.033 -0.423 0.130
H -2.927570 2.935206 7.022122 -0.361 0.132 -0.005 0.091
H -3.577100 3.984426 8.405892 -0.362 -0.407 -0.442 0.090
H -1.911820 3.562886 8.317902 0.184 -0.299 0.023 0.082
H -0.590930 5.445726 7.572792 0.789 0.824 -0.427 0.087
H -0.597440 4.457426 6.154452 -0.390 -0.445 0.057 0.078
H -0.960050 6.065056 5.818832 -0.379 0.563 0.715 0.086
```
Forces are in eV/Å.

- HOMO energy (eV) = -9.3
- max |F| (eV/Å) = 4.5

***

(2)
Molecular formula: C24H57O17P3
Method: DFT, ωB97M-V with the def2-TZVPD basis set

Geometry as XYZ:
```
101
Properties=species:S:1:pos:R:3:forces:R:3:lowdin_charge:R:1
C 13.527000 36.614000 20.888000 -1.682 -0.938 1.750 -0.016
C 14.269000 35.325000 20.518000 0.778 -0.245 1.228 -0.474
O 13.827000 34.229000 20.744000 -1.284 -0.430 0.078 0.049
C 15.706000 35.331000 20.011000 -1.751 1.643 -1.507 -0.008
H 13.430000 37.444000 20.242000 0.343 0.540 -1.235 0.059
H 14.002000 36.981000 21.764000 1.398 0.564 0.689 0.064
H 12.518000 36.528000 21.423000 0.925 -0.901 -1.473 0.111
H 16.059000 34.320000 19.916000 -0.215 -0.356 -0.583 0.060
H 16.443000 35.843000 20.586000 0.177 0.913 0.548 0.069
H 15.482000 35.906000 19.056000 1.333 -0.862 0.486 0.114
C 16.435000 23.402000 22.951000 -2.792 7.200 -5.023 -0.013
C 17.274000 24.318000 23.853000 3.519 3.940 -0.773 -0.403
O 18.124000 23.988000 24.671000 -1.939 -1.327 -0.923 0.054
C 17.245000 25.911000 23.585000 -2.942 -3.022 -2.269 -0.008
H 16.405000 22.674000 23.494000 -0.075 -9.162 5.602 -0.059
H 16.688000 23.082000 21.890000 0.352 1.040 1.456 0.113
H 15.246000 23.633000 22.932000 2.808 0.369 -0.107 0.143
H 17.942000 26.586000 23.962000 1.536 0.251 1.276 0.028
H 16.258000 26.109000 24.028000 0.048 0.818 -0.594 0.077
H 17.234000 26.061000 22.453000 -0.509 -0.163 1.394 0.077
C 21.597000 31.579000 22.360000 2.034 -2.390 -0.743 -0.041
C 20.204000 32.058000 22.460000 -2.756 2.353 4.101 -0.476
O 19.651000 32.316000 23.558000 1.699 -0.937 -2.282 0.030
C 19.359000 32.334000 21.246000 -0.403 -3.130 -1.441 -0.033
H 22.046000 32.106000 21.560000 0.081 0.135 -1.933 0.048
H 21.673000 30.414000 22.107000 -0.258 2.546 0.542 0.142
H 22.447000 31.859000 23.035000 -1.772 -0.534 0.922 0.101
H 18.928000 31.261000 20.951000 1.138 2.174 -0.057 0.137
H 19.801000 32.881000 20.444000 1.505 -0.679 -1.047 0.064
H 18.505000 32.959000 21.236000 -1.232 0.476 1.916 0.046
C 12.265000 32.049000 18.200000 0.982 2.596 1.313 -0.044
C 12.157000 30.612000 18.184000 2.189 -2.655 0.622 -0.518
O 13.183000 29.954000 17.969000 -1.634 0.455 0.090 0.029
C 10.826000 29.955000 18.530000 0.881 -3.416 3.423 -0.035
H 12.467000 32.497000 19.200000 0.117 -1.050 0.137 0.090
H 11.324000 32.505000 18.087000 -1.242 0.830 -1.134 0.065
H 13.114000 32.506000 17.659000 -0.747 -0.599 -0.426 0.105
H 10.945000 28.723000 18.611000 -0.004 3.300 -0.531 0.141
H 10.125000 30.139000 17.756000 -1.111 0.429 -0.257 0.051
H 10.461000 30.182000 19.676000 0.669 0.108 -3.150 0.127
C 6.499000 29.366000 21.724000 -0.704 -7.125 -0.068 0.005
C 7.591000 28.653000 20.858000 -0.867 2.150 -4.085 -0.396
O 7.646000 28.898000 19.604000 -0.358 -1.062 4.411 0.009
C 8.673000 27.910000 21.517000 -2.109 -3.705 1.327 -0.043
H 6.981000 29.946000 22.370000 1.778 2.546 2.955 0.020
H 5.769000 28.583000 22.323000 2.192 1.706 -1.267 0.152
H 5.864000 29.846000 21.120000 -2.117 2.127 -2.385 0.021
H 9.456000 27.574000 20.930000 1.066 -0.620 -2.023 0.043
H 8.326000 26.937000 22.104000 0.235 2.035 -1.156 0.149
H 9.172000 28.449000 22.226000 0.802 1.922 2.300 0.032
C 11.822000 33.031000 27.741000 3.802 0.200 2.157 -0.121
O 10.887000 32.376000 28.541000 -1.542 -1.765 -0.181 -0.195
P 10.453000 30.931000 27.977000 -3.216 -4.287 0.594 0.630
O 9.971000 29.963000 29.070000 2.088 2.701 -2.640 -0.275
O 9.142000 31.165000 26.980000 2.026 -0.051 0.058 -0.240
C 8.041000 31.917000 27.388000 0.195 3.084 -1.180 -0.145
O 11.537000 30.257000 26.794000 -0.046 2.598 3.439 -0.310
C 11.091000 29.210000 25.949000 -1.354 1.785 -2.457 -0.127
H 12.566000 32.251000 27.679000 0.994 0.416 -1.056 0.060
H 12.375000 33.859000 28.279000 -1.267 -0.736 -0.302 0.126
H 11.493000 33.344000 26.818000 -1.042 0.672 -2.045 0.069
H 7.301000 31.480000 27.908000 -2.623 -3.443 1.143 0.036
H 7.485000 32.435000 26.531000 1.438 -0.503 0.981 0.122
H 8.228000 32.571000 28.235000 1.059 1.203 -0.514 0.086
H 10.906000 29.794000 24.936000 0.302 -1.723 1.586 0.124
H 10.143000 28.988000 26.372000 -1.005 -1.209 -0.321 0.055
H 11.715000 28.304000 25.777000 0.068 1.079 0.687 0.090
C 16.080000 27.106000 19.709000 0.820 2.916 1.669 -0.073
O 14.877000 27.361000 20.460000 -0.053 1.286 -1.172 -0.198
P 14.768000 28.720000 21.317000 -0.887 -1.660 2.797 0.497
O 15.029000 28.350000 22.732000 -0.131 0.644 -0.551 -0.242
O 15.871000 29.785000 20.841000 -1.638 -0.392 -1.384 -0.186
C 15.703000 31.204000 20.872000 -0.992 -0.904 2.076 -0.060
O 13.194000 29.145000 21.167000 4.049 2.244 -3.040 -0.216
C 12.227000 28.420000 21.822000 -0.962 12.402 5.901 -0.089
H 16.497000 28.063000 19.334000 -0.872 -0.643 -1.068 0.094
H 16.027000 26.279000 19.075000 -0.553 -0.912 -1.119 0.077
H 16.839000 26.977000 20.435000 0.936 -1.149 0.983 0.049
H 15.633000 31.535000 21.879000 -0.908 -0.107 1.362 0.086
H 14.962000 31.683000 20.316000 -1.669 -0.166 -1.193 0.067
H 16.559000 31.697000 20.676000 3.431 0.778 -1.616 0.025
H 11.260000 28.950000 21.633000 0.775 -0.591 0.254 0.095
H 12.574000 28.567000 22.857000 -1.111 -0.978 0.287 0.101
H 12.250000 27.598000 21.507000 -0.245 -12.624 -4.136 -0.020
C 18.006000 29.424000 23.671000 -0.229 1.447 2.014 -0.084
O 17.429000 28.955000 24.903000 -3.489 0.324 0.926 -0.239
P 16.082000 29.559000 25.624000 3.494 2.906 4.369 0.472
O 16.497000 30.164000 26.982000 -0.995 -1.876 -2.826 -0.300
O 15.479000 30.782000 24.795000 0.525 -1.107 -1.560 -0.252
C 14.177000 31.267000 24.995000 -0.901 2.239 0.713 -0.115
O 14.981000 28.473000 25.825000 0.767 -0.176 -2.617 -0.232
C 14.359000 28.320000 27.051000 -5.386 0.691 -1.100 -0.118
H 19.035000 29.491000 24.063000 -0.002 0.137 -1.403 0.105
H 17.580000 30.448000 23.488000 0.672 -1.015 -0.410 0.090
H 17.774000 28.682000 22.938000 0.201 -0.114 -0.822 0.054
H 13.386000 30.503000 24.905000 0.537 0.019 0.539 0.063
H 13.919000 31.994000 24.148000 0.694 -0.778 1.187 0.102
H 14.173000 31.862000 26.028000 -0.329 -1.424 -2.150 0.126
H 13.664000 29.214000 27.290000 1.633 -0.964 -0.072 0.099
H 15.069000 28.141000 27.771000 1.099 -0.732 2.012 0.061
H 13.533000 27.551000 26.801000 1.757 0.399 1.112 0.112
```
Forces are in eV/Å.

- HOMO energy (eV) = -9.0
- max |F| (eV/Å) = 13.8

***

Calculated Kohn-Sham gap, 9.3357 9.1572 eV (same order as the records).
Calculated ΔE to the lowest compared entry with this formula, charge and spin, 8.730 13.582 eV (same order as the records).